This record from OMol25 describes the molecule C5H3NO2 in a non-equilibrium geometry. The level of theory is ωB97M-V/def2-TZVPD.

- frontier orbital gap (hartree) = 0.3729
- energy relative to the best compared isomer or geometry (same formula, charge and spin) (eV) = 2.8062
- HOMO (Eh) = -0.378

Last column: natural (NBO) charge in e.
Cartesian coordinates (Å):
O 1.057 -0.622 2.459  -0.461
C 0.582 -0.490 1.391  0.615
C 1.084 -0.778 -0.112  -0.499
C -0.052 0.102 -0.482  -0.158
C -0.822 0.836 -1.252  0.119
O -1.868 1.293 -0.491  -0.256
N -1.710 0.884 0.803  -0.052
C -0.667 0.136 0.777  -0.015
H 2.130 -0.556 -0.388  0.239
H 0.922 -1.827 -0.346  0.237
H -0.658 1.022 -2.360  0.231

This record from OMol25 describes ClH8O6V as an isolated structure in a non-equilibrium geometry. The level of theory is ωB97M-V/def2-TZVPD.

- frontier orbital gap (hartree) = 0.2591
- energy relative to the best compared isomer or geometry (same formula, charge and spin) (eV) = 0.0000
- HOMO (Eh) = -0.403

Last column: Löwdin charge in e.
Cartesian coordinates (Å):
O 2.035 1.286 2.193  -0.288
V 2.739 0.478 1.033  1.003
O 3.166 -1.001 1.555  -0.311
Cl 0.405 -0.359 -0.280  0.098
O -2.533 -1.190 -1.490  -0.071
H -1.789 -0.677 -1.173  -0.083
H -3.236 -0.549 -1.601  0.032
O -0.987 2.543 0.621  -0.077
H -0.811 2.465 1.559  0.024
H -0.556 1.782 0.232  -0.093
O -0.738 -1.407 2.806  -0.070
H -0.300 -1.142 1.997  -0.074
H -0.998 -2.315 2.651  0.033
O 0.944 -0.002 -3.660  -0.069
H 1.899 -0.031 -3.714  0.020
H 0.760 0.121 -2.728  -0.074

This record from OMol25 describes a 2-piece molecular cluster, C6H12O overall in a non-equilibrium geometry. The level of theory is ωB97M-V/def2-TZVPD.

- frontier orbital gap (alpha / beta) (hartree) = 0.3179 / 0.2659
- energy relative to the best compared isomer or geometry (same formula, charge and spin) (eV) = 2.1455
- spin multiplicity = 2
- HOMO (alpha / beta) (Eh) = -0.542 / -0.554
- total charge = +1
- <S²> = 0.767

Last column: Mulliken spin population.
Cartesian coordinates (Å):
C 0.576 -1.571 -0.754  0.016
C 0.043 -0.190 -0.331  0.321
C -1.146 -0.051 0.389  0.318
C -1.537 -0.903 1.624  0.029
C 0.020 2.164 -1.491  0.175
C 0.355 0.873 -1.413  0.024
H 1.563 -1.767 -1.222  0.012
H -0.194 -2.109 -1.392  0.018
H 0.662 -2.299 0.089  0.004
H -2.058 0.311 -0.200  0.003
H -1.724 -1.934 1.264  0.036
H -2.370 -0.399 2.085  0.007
H -0.708 -0.826 2.344  -0.001
H -0.678 2.489 -0.729  0.011
H 0.381 2.788 -2.297  0.006
H 0.969 0.496 -2.213  0.002
H 1.997 0.946 2.222  0.000
H 1.563 0.893 0.710  0.011
O 2.285 1.087 1.315  0.008

This record from OMol25 describes the molecule C5H12N2O2 in a non-equilibrium geometry. The level of theory is ωB97M-V/def2-TZVPD.

- frontier orbital gap (hartree) = 0.3556
- energy relative to the best compared isomer or geometry (same formula, charge and spin) (eV) = 2.9366
- HOMO (Eh) = -0.327

Last column: natural (NBO) charge in e.
Cartesian coordinates (Å):
C -1.299 1.209 -0.854  -0.624
C -0.583 -0.116 -0.668  -0.016
C 0.114 -0.607 -1.928  -0.629
N 0.546 0.081 0.471  -0.468
C 1.700 0.945 0.297  -0.415
C 0.643 -0.901 1.423  0.728
O 1.612 -1.093 2.157  -0.629
N -0.557 -1.568 1.682  -0.399
O -1.612 -0.740 2.142  -0.549
H -0.621 1.994 -1.199  0.203
H -1.759 1.536 0.082  0.216
H -2.092 1.100 -1.604  0.220
H -1.337 -0.864 -0.417  0.241
H 0.833 0.124 -2.305  0.205
H 0.642 -1.547 -1.743  0.221
H -0.630 -0.797 -2.712  0.218
H 2.065 1.284 1.273  0.231
H 2.503 0.401 -0.209  0.199
H 1.452 1.832 -0.288  0.202
H -0.444 -2.410 2.239  0.380
H -1.174 0.138 2.160  0.465

This record from OMol25 describes the molecule C4H4N2O2 in a non-equilibrium geometry. The level of theory is ωB97M-V/def2-TZVPD.

- frontier orbital gap (hartree) = 0.3662
- energy relative to the best compared isomer or geometry (same formula, charge and spin) (eV) = 2.7549
- HOMO (Eh) = -0.391

Last column: natural (NBO) charge in e.
Cartesian coordinates (Å):
C 1.141 -1.213 1.091  -0.719
C 0.487 -0.305 0.204  0.625
N 0.273 -0.760 -1.044  -0.530
C -0.780 0.087 -1.569  0.318
N -1.397 1.162 -1.126  -0.516
C -0.974 1.663 0.055  0.839
O -1.416 2.727 0.482  -0.528
O 0.005 0.885 0.821  -0.495
H 1.797 -0.521 1.675  0.248
H 1.707 -1.642 0.113  0.286
H 0.315 -1.823 1.811  0.286
H -1.159 -0.262 -2.513  0.187

This record from OMol25 describes C5H73Fe2O39 as an isolated structure in a non-equilibrium geometry. The level of theory is ωB97M-V/def2-TZVPD.

- frontier orbital gap (alpha / beta) (hartree) = 0.3677 / 0.3142
- energy relative to the best compared isomer or geometry (same formula, charge and spin) (eV) = 0.1671
- spin multiplicity = 11
- HOMO (alpha / beta) (Eh) = -0.443 / -0.438
- total charge = +1
- <S²> = 30.018

Last column: Mulliken spin population.
Cartesian coordinates (Å):
Fe 3.674 -1.217 0.707  4.303
Fe 1.519 -1.056 -1.850  4.342
O 4.136 -0.368 4.533  0.003
C 3.428 -0.736 3.461  0.002
O 2.216 -0.481 3.443  0.005
O 4.187 -1.271 2.580  0.113
H 3.493 -0.029 5.234  0.000
O 5.335 -1.266 0.095  0.342
C 5.533 -1.278 -1.359  0.000
C 4.376 -1.957 -2.049  -0.006
O 3.191 -1.673 -1.213  0.143
H 6.322 -1.833 -1.763  0.006
H 5.647 -0.232 -1.564  0.014
H 4.580 -3.128 -1.999  0.005
H 4.389 -1.663 -3.056  0.002
O 0.448 -2.130 -0.684  0.176
C -0.150 -1.192 0.165  0.029
C -0.773 -0.055 -0.641  0.006
O 0.303 0.375 -1.441  0.226
H 0.592 -0.747 0.870  -0.008
H -0.916 -1.806 0.704  0.010
H -1.102 0.702 0.058  0.013
H -1.519 -0.475 -1.282  -0.004
O 1.065 -2.321 -3.384  0.070
H 1.455 -2.316 -4.274  0.001
H 1.074 -3.267 -3.094  -0.004
O -2.342 -3.415 -2.764  0.001
H -2.830 -3.855 -3.488  0.000
H -2.853 -3.561 -1.919  0.000
O -3.140 2.355 4.844  0.000
H -3.272 3.316 4.807  0.000
H -2.195 2.099 5.018  0.000
O 5.136 1.937 -0.791  0.001
H 4.755 2.712 -0.367  0.000
H 5.274 1.334 -0.022  0.002
O 2.274 1.620 5.826  0.000
H 1.367 1.432 5.603  0.000
H 2.191 2.278 6.505  0.000
O -0.829 -5.190 0.445  0.000
H -1.120 -6.070 0.217  0.000
H -1.638 -4.699 0.267  0.000
O 1.204 -4.569 -1.943  0.002
H 2.174 -4.658 -1.927  0.001
H 0.970 -3.981 -1.213  -0.001
O -6.692 -1.148 -5.109  0.000
H -6.673 -1.151 -6.092  0.000
H -6.889 -0.256 -4.840  0.000
O 1.950 -3.788 -5.366  0.000
H 1.876 -4.755 -5.251  0.000
H 2.218 -3.688 -6.284  0.000
O -3.063 4.202 0.909  0.000
H -2.453 4.490 1.608  0.000
H -2.531 4.130 0.109  0.000
O -2.830 2.553 -2.416  0.000
H -3.238 1.683 -2.349  0.000
H -3.615 3.089 -2.110  0.000
O -4.042 -1.154 0.520  0.000
H -4.568 -0.737 -0.169  0.000
H -3.748 -0.409 1.074  0.000
O -5.421 -0.406 -2.078  0.000
H -4.920 -0.015 -2.818  0.000
H -6.145 -0.995 -2.365  0.000
O -0.114 2.183 2.262  0.001
H -0.326 2.502 1.430  0.001
H -0.607 1.373 2.353  0.000
O -3.216 -3.520 0.164  0.000
H -3.311 -2.537 0.369  0.000
H -4.075 -3.940 0.370  0.000
O -0.272 5.296 2.545  0.000
H 0.009 4.567 3.091  0.000
H 0.279 5.250 1.775  0.000
O -5.223 2.771 -0.867  0.000
H -5.282 2.019 -0.222  0.000
H -4.926 3.443 -0.226  0.000
O 3.223 2.360 2.853  -0.001
H 4.059 2.345 3.300  0.000
H 2.541 2.240 3.521  0.000
O 4.781 1.390 -3.378  0.001
H 5.031 2.261 -3.697  0.000
H 4.764 1.494 -2.370  -0.002
O -5.144 -4.628 2.817  0.000
H -4.539 -4.063 3.293  0.000
H -6.028 -4.612 3.323  0.000
O -0.862 0.940 5.736  0.000
H -1.397 1.095 6.549  0.000
H -1.165 0.063 5.394  0.000
O -0.818 -0.879 3.768  -0.001
H -1.220 -1.682 3.409  0.000
H 0.140 -0.911 3.484  0.000
O 0.620 -3.987 2.521  0.001
H 1.297 -4.650 2.886  0.000
H 0.194 -4.421 1.752  -0.001
O -0.672 3.193 -0.861  0.001
H -1.446 2.907 -1.383  0.000
H 0.010 2.527 -0.978  0.004
O 2.729 0.613 0.778  0.047
H 3.092 1.496 0.357  0.005
H 2.623 0.724 1.737  -0.001
O 1.843 5.676 -0.887  0.000
H 1.701 5.839 -1.833  0.000
H 1.038 5.167 -0.627  0.000
O 3.566 3.766 0.178  0.000
H 3.469 3.949 1.092  0.000
H 2.986 4.454 -0.239  0.000
O 2.200 0.384 -3.163  0.055
H 2.939 0.867 -3.501  0.000
H 1.577 1.100 -2.944  -0.004
O -3.029 -0.410 -3.767  0.000
H -2.300 -0.335 -4.453  0.000
H -3.048 -1.356 -3.544  0.000
O 0.352 3.052 -3.964  0.000
H -0.019 3.279 -4.831  0.000
H -0.437 3.111 -3.392  0.000
O 2.158 -2.502 1.115  0.100
H 1.618 -2.745 1.911  0.001
H 1.499 -2.590 0.364  -0.002
O -3.471 1.338 1.941  0.000
H -2.974 2.046 1.486  -0.001
H -3.264 1.374 2.937  0.000

This record from OMol25 describes C44H43CoNO3P2SSe2 as an isolated structure in a non-equilibrium geometry. The level of theory is ωB97M-V/def2-TZVPD.

- frontier orbital gap (alpha / beta) (hartree) = 0.2345 / 0.2400
- energy relative to the best compared isomer or geometry (same formula, charge and spin) (eV) = 0.0000
- spin multiplicity = 4
- HOMO (alpha / beta) (Eh) = -0.231 / -0.236
- <S²> = 3.772

Last column: Mulliken spin population.
Cartesian coordinates (Å):
Co -0.241 0.965 0.490  2.488
O -1.706 -0.543 3.260  0.008
S -0.716 -0.742 2.169  -0.039
C -1.233 -2.242 1.324  0.024
C -1.025 -3.495 1.883  0.002
C -1.463 -4.625 1.212  0.002
C -2.104 -4.496 -0.012  -0.002
C -2.322 -3.240 -0.560  0.003
C -1.902 -2.092 0.106  0.008
P -2.070 -0.409 -0.609  0.005
C -2.637 -0.723 -2.314  0.012
C -3.978 -0.959 -2.615  0.002
C -4.365 -1.213 -3.922  0.000
C -3.419 -1.240 -4.939  0.001
C -2.083 -1.014 -4.645  -0.002
C -1.696 -0.751 -3.338  0.010
C -3.609 0.221 0.140  0.017
C -4.066 1.453 -0.335  -0.009
C -5.193 2.034 0.211  -0.002
C -5.869 1.399 1.250  0.001
C -5.418 0.181 1.726  0.000
C -4.288 -0.412 1.168  -0.002
C 0.857 -1.212 2.857  -0.008
C 0.848 -1.749 4.136  0.005
C 2.056 -2.026 4.756  0.001
C 3.246 -1.729 4.107  0.002
C 3.238 -1.167 2.839  0.006
C 2.041 -0.894 2.186  0.021
P 1.935 -0.219 0.471  0.012
C 2.369 -1.781 -0.411  -0.006
C 1.346 -2.473 -1.052  0.013
C 1.569 -3.720 -1.621  0.000
C 2.835 -4.284 -1.569  0.000
C 3.873 -3.592 -0.956  0.000
C 3.640 -2.352 -0.379  0.000
C 3.450 0.787 0.284  0.008
C 4.164 0.750 -0.913  0.004
C 5.228 1.611 -1.134  -0.002
C 5.591 2.527 -0.157  0.002
C 4.894 2.563 1.041  -0.001
C 3.828 1.703 1.264  -0.005
H -0.509 -3.590 2.829  0.000
H -1.298 -5.604 1.641  0.000
H -2.435 -5.378 -0.546  0.000
H -2.818 -3.153 -1.518  0.000
H -4.723 -0.947 -1.830  0.001
H -5.410 -1.385 -4.147  0.000
H -3.725 -1.433 -5.959  0.000
H -1.341 -1.033 -5.433  0.000
H -0.659 -0.552 -3.107  0.002
H -3.519 1.965 -1.121  0.000
H -5.540 2.991 -0.160  0.000
H -6.746 1.861 1.687  0.000
H -5.937 -0.315 2.536  0.000
H -3.938 -1.359 1.560  0.000
H -0.097 -1.905 4.641  0.000
H 2.067 -2.452 5.750  0.000
H 4.191 -1.918 4.601  0.000
H 4.175 -0.905 2.364  -0.001
H 0.365 -2.024 -1.123  0.011
H 0.753 -4.244 -2.103  0.000
H 3.016 -5.258 -2.007  0.000
H 4.865 -4.023 -0.920  0.000
H 4.458 -1.823 0.096  0.000
H 3.897 0.037 -1.680  0.002
H 5.770 1.567 -2.070  0.000
H 6.411 3.211 -0.332  0.000
H 5.170 3.273 1.810  0.000
H 3.273 1.753 2.193  0.003
O -1.986 2.116 1.638  0.051
C -2.006 3.466 2.080  0.000
C -0.790 4.288 1.667  -0.017
C -1.093 5.730 2.126  0.000
O -1.230 5.911 3.530  0.000
C 0.529 3.831 2.317  0.000
Se 0.717 1.947 2.847  0.178
C -0.652 4.389 0.144  0.024
Se 0.172 2.898 -0.831  0.169
H -2.131 1.536 2.399  -0.011
H -2.079 3.458 3.172  0.002
H -2.905 3.947 1.672  0.000
H -1.989 6.095 1.606  0.000
H -0.258 6.368 1.834  -0.001
H -1.991 5.411 3.840  0.000
H 0.690 4.395 3.234  0.002
H 1.344 4.042 1.624  -0.007
H 0.009 5.228 -0.081  0.008
H -1.624 4.615 -0.302  0.003
C 2.646 -1.808 -4.724  0.000
C 2.549 -0.284 -4.639  0.000
C 1.856 0.130 -3.416  0.001
N 1.331 0.392 -2.428  0.001
H 3.264 -2.091 -5.576  0.000
H 1.660 -2.255 -4.847  0.000
H 3.090 -2.221 -3.818  0.000
H 2.015 0.137 -5.491  0.000
H 3.540 0.174 -4.625  0.000

This record from OMol25 describes a 2-piece molecular cluster, C4H8N3O overall in a non-equilibrium geometry. The level of theory is ωB97M-V/def2-TZVPD.

- frontier orbital gap (hartree) = 0.4095
- energy relative to the best compared isomer or geometry (same formula, charge and spin) (eV) = 3.6102
- HOMO (Eh) = -0.548
- total charge = +1

Last column: natural (NBO) charge in e.
Cartesian coordinates (Å):
C 1.016 1.188 0.084  0.790
C -2.242 0.922 0.124  0.871
C 0.822 -0.928 1.235  -0.399
C 0.787 -0.938 -1.182  -0.397
N 1.291 2.326 -0.068  -0.501
N -2.912 0.007 -0.194  -0.737
N 0.908 -0.113 0.060  -0.421
O -1.453 1.704 0.402  -0.565
H 1.241 -0.409 2.016  0.229
H -0.285 -1.309 1.391  0.236
H 1.484 -1.849 0.998  0.233
H 0.439 -0.448 -2.142  0.258
H 1.672 -1.469 -1.177  0.225
H -0.019 -1.701 -0.879  0.232
H 1.018 3.334 -0.214  0.503
H -3.767 -0.318 -0.454  0.443

Q: Look up the energy relative to the best compared isomer or geometry (same formula, charge and spin) of the seventh one.
A: 0.0000 eV